--- i ---
The following is a quantum chemistry calculation of an isolated ion of composition C2H4O3P and charge -1, from OMol25.

Positions of all 10 atoms, in Å:
1 C 1.3333 0.1045 0.1802
2 P -0.3159 -0.4824 0.7678
3 O -0.3839 -1.9536 0.5502
4 O -0.8364 0.0335 2.1261
5 C -1.3527 0.4129 -1.0258
6 O -0.7359 1.0942 -1.8245
7 H 1.8445 -0.3393 -0.6365
8 H 1.0100 1.1314 -0.1444
9 H 1.8062 0.0468 1.2238
10 H -2.3693 -0.0481 -1.2168

Results
E_LUMO in Eh: 0.15167
SMILES string: C[P@@](=O)([O-])C=O
Total charge: -1
Highest occupied orbital energy in eV: -3.8261
Orbital gap in eV: 7.953

Results of the Mulliken charge analysis, in e, for atoms 1 through 6: -0.84 0.74 -0.71 -0.73 -0.05 -0.49

--- ii ---
The following is a quantum chemistry calculation of a 2-piece molecular cluster, C2H4O3P overall, from OMol25.

Positions of all 10 atoms, in Å:
1 C 0.7752 1.5736 -0.1591
2 C -0.2371 1.8915 -0.9105
3 O 0.0432 -3.5544 -0.0918
4 O -1.9102 -2.2037 0.8340
5 O 0.3730 -2.0376 1.9622
6 P -0.5249 -2.6023 0.8967
7 H 1.5784 2.2773 -0.2972
8 H 1.0197 0.6127 0.3799
9 H -1.0719 1.2719 -1.1181
10 H -0.0453 2.7710 -1.4960

Results
E_LUMO in Eh: 0.14082
Total charge: -1
Highest occupied orbital energy in eV: -4.9306
Orbital gap in eV: 8.763

Results of the Mulliken charge analysis, in e, for atoms 1 through 6: -0.45 -0.46 -0.64 -0.61 -0.65 0.91

--- iii ---
The following is a quantum chemistry calculation of a 2-piece molecular cluster, C2H4O3P overall, from OMol25.

Positions of all 10 atoms, in Å:
1 C 0.4730 -0.3634 -2.4513
2 C -0.3018 0.3567 0.4938
3 O -0.2659 -1.2181 -2.3899
4 O 1.2912 0.3957 -2.5690
5 O -0.5446 1.8258 0.3390
6 P -0.0430 -0.4108 2.0261
7 H -1.2877 0.0109 0.0701
8 H 0.1901 2.1287 0.8804
9 H -0.7000 -1.6701 1.8030
10 H 1.1887 -1.0552 1.7977

Results
E_LUMO in Eh: 0.13244
Total charge: -1
Highest occupied orbital energy in eV: -1.1615
Orbital gap in eV: 4.765

Results of the Mulliken charge analysis, in e, for atoms 1 through 6: 0.37 -0.34 -0.24 -0.24 -0.52 -0.33

Verdict on stability: ii comes out on top.

--- i ---
The following is a quantum chemistry calculation of the molecule C2H3OPS, from OMol25.

Positions of all 8 atoms, in Å:
1 C -0.3922 -0.5114 -0.0009
2 C 0.8112 -0.0508 -0.1650
3 S 2.1635 -1.1259 0.0790
4 P 4.0457 0.6664 -0.1624
5 O 5.1314 -0.1745 0.2223
6 H -1.1718 -0.0350 -0.3473
7 H -0.5690 -1.5262 0.2441
8 H 1.2380 0.8809 -0.3076

Results
E_LUMO in Eh: -0.05615
SMILES string: C=CSP=O
Highest occupied orbital energy in eV: -8.3279
Orbital gap in eV: 6.800

Results of the Mulliken charge analysis, in e, for atoms 1 through 6: -0.83 0.02 -0.30 0.52 -0.30 0.31

--- ii ---
The following is a quantum chemistry calculation of the molecule C2H3OPS, from OMol25.

Positions of all 8 atoms, in Å:
1 C 0.5210 -0.3941 0.1332
2 C -0.2496 0.8324 -0.0918
3 O 0.1492 -1.5407 -0.0649
4 P -2.9105 -0.7319 -0.0121
5 S -1.9181 1.0571 0.0243
6 H 1.5584 -0.2885 0.4177
7 H 0.4589 1.5856 -0.1668
8 H -1.8734 -1.5962 0.3513

Results
E_LUMO (spin up / spin down) in Eh: -0.04918 / -0.05130
Highest occupied orbital energy (spin up / spin down) in eV: -8.4786 / -8.4217
Orbital gap (spin up / spin down) in eV: 7.140 / 7.026

Results of the Mulliken charge analysis, in e, for atoms 1 through 6: 0.10 -0.33 -0.50 0.00 -0.06 0.34

Verdict on stability: i comes out on top.

--- i ---
The following is a quantum chemistry calculation of a 2-piece molecular cluster, C2H3OPS overall, from OMol25.

Positions of all 8 atoms, in Å:
1 C -1.3921 -0.2766 1.1571
2 C -1.8094 -0.6521 -0.0487
3 S -2.4683 -1.1958 -1.3478
4 H -1.9687 0.3058 1.8990
5 H -0.4010 -0.4312 1.3461
6 O 2.3121 1.6593 -1.6517
7 P 3.2421 0.6310 -1.2579
8 H 2.4853 -0.0404 -0.0962

Results
E_LUMO in Eh: -0.03729
SMILES string: C=C=S.O=P
Highest occupied orbital energy in eV: -8.5896
Orbital gap in eV: 7.575

Results of the Mulliken charge analysis, in e, for atoms 1 through 6: -0.43 0.25 -0.30 0.25 0.23 -0.35

--- ii ---
The following is a quantum chemistry calculation of C2H3OPS as an isolated structure, from OMol25.

Positions of all 8 atoms, in Å:
1 C 0.2845 -0.4189 -0.5055
2 C 0.9090 -1.5160 -0.1119
3 O 2.5937 1.3360 0.6738
4 P 1.1558 1.5141 0.4544
5 S 1.6418 -2.7082 0.5393
6 H 0.3935 -0.0861 -1.5305
7 H -0.6972 -0.2516 -0.0761
8 H 0.5311 1.0270 1.7078

Results
E_LUMO (spin up / spin down) in Eh: -0.03553 / -0.03553
Highest occupied orbital energy (spin up / spin down) in eV: -8.4845 / -8.4841
Orbital gap (spin up / spin down) in eV: 7.518 / 7.517

Results of the Mulliken charge analysis, in e, for atoms 1 through 6: -0.74 0.47 -0.46 0.31 -0.29 0.36

--- iii ---
The following is a quantum chemistry calculation of the molecule C2H3OPS, from OMol25.

Positions of all 8 atoms, in Å:
1 C -0.6302 0.8311 0.7725
2 C 0.2560 0.4752 -1.2476
3 O -0.9603 -0.4675 0.9491
4 P 0.2212 -1.5700 0.8859
5 S 0.9479 -0.9754 -1.2051
6 H -1.5705 1.3597 0.5538
7 H 0.4339 1.1362 -2.0734
8 H 1.3020 -0.7894 1.3650

Results
E_LUMO (spin up / spin down) in Eh: -0.02200 / -0.02202
Highest occupied orbital energy (spin up / spin down) in eV: -7.7270 / -7.7259
Orbital gap (spin up / spin down) in eV: 7.128 / 7.127

Results of the Mulliken charge analysis, in e, for atoms 1 through 6: -0.39 -0.16 -0.19 0.16 -0.09 0.22

Verdict on stability: ii comes out on top.

--- i ---
The following is a quantum chemistry calculation of C8H12O as an isolated structure, from OMol25.

Positions of all 21 atoms, in Å:
1 C -2.0957 -0.8484 -0.3351
2 C -1.1722 0.3271 -0.1386
3 C -0.3486 0.8444 1.0596
4 C 0.4453 1.6790 -0.0385
5 C 0.2974 0.5096 -0.9495
6 C 1.2687 -0.2307 -0.2063
7 C 0.7079 -1.4889 0.3955
8 C 0.7868 -0.1768 1.2191
9 H -1.9834 -1.4298 -1.2588
10 H -2.9650 -0.1713 -0.5767
11 H -2.2293 -1.4274 0.5352
12 H -1.7879 1.1569 -0.4048
13 H -0.7760 1.5565 1.7268
14 H -0.3497 2.3787 -0.4440
15 H 1.3552 2.1474 0.1334
16 H 0.3312 0.5555 -2.1021
17 H 3.0760 -1.1803 -0.9542
18 H -0.3068 -1.9667 0.0702
19 H 1.4465 -2.2134 0.8090
20 H 1.6931 0.0666 1.9474
21 O 2.6067 -0.0881 -0.4875

Results
E_LUMO in Eh: 0.01717
Highest occupied orbital energy in eV: -8.5755
Orbital gap in eV: 9.043

Results of the Mulliken charge analysis, in e, for atoms 1 through 6: -1.79 -0.05 -0.35 -0.77 -0.26 0.62

--- ii ---
The following is a quantum chemistry calculation of the molecule C8H12O, from OMol25.

Positions of all 21 atoms, in Å:
1 C -0.6207 -0.4891 0.1819
2 C 0.5648 -0.7081 -0.7774
3 C 1.7365 -1.1569 -0.0112
4 C -1.8086 1.2475 -1.1807
5 C -1.8641 0.2260 -0.3694
6 C 2.2504 0.1397 0.6034
7 C -3.0941 -0.5334 0.0740
8 C 3.7373 0.3070 0.6911
9 O -0.6419 -1.1465 1.1822
10 H 0.2030 -1.5506 -1.4331
11 H 0.7546 0.1516 -1.4334
12 H 1.6434 -1.9091 0.8322
13 H 2.6518 -1.6379 -0.6383
14 H -2.7774 1.6348 -1.5634
15 H -0.9607 1.7992 -1.5332
16 H -2.9044 -0.8892 1.1198
17 H -3.0980 -1.3065 -0.6929
18 H -4.1348 -0.2539 0.0455
19 H 4.4633 -0.4916 0.7965
20 H 4.1527 0.9582 1.5247
21 H 3.8886 0.8456 -0.2143

Results
E_LUMO in Eh: 0.00733
Highest occupied orbital energy in eV: -8.1826
Orbital gap in eV: 8.382

Results of the Mulliken charge analysis, in e, for atoms 1 through 6: 0.61 -0.64 -0.30 -0.87 0.47 -0.31

Verdict on stability: ii comes out on top.

--- i ---
The following is a quantum chemistry calculation of CH4N3 as an isolated structure, from OMol25.

Positions of all 8 atoms, in Å:
1 C 0.0488 0.0583 -0.0280
2 N -1.1048 0.7496 0.0772
3 N -0.9814 -0.7025 -0.1105
4 N 1.2809 0.0497 -0.0407
5 H -1.5269 1.4507 -0.7224
6 H -1.3923 -1.6107 0.7490
7 H 1.9181 0.8781 0.1321
8 H 1.7576 -0.8732 -0.0567

Results
E_LUMO in Eh: -0.17989
Total charge: +1
Highest occupied orbital energy in eV: -15.3787
Orbital gap in eV: 10.484

Results of the Mulliken charge analysis, in e, for atoms 1 through 6: 0.55 -0.31 -0.38 -0.24 0.34 0.42

--- ii ---
The following is a quantum chemistry calculation of an isolated ion of composition CH4N3 and charge +1, from OMol25.

Positions of all 8 atoms, in Å:
1 H 1.4138 -1.1495 -0.7573
2 N 1.8258 -0.3262 -0.3332
3 C 1.1519 0.6326 0.1069
4 N -0.1443 0.7486 -0.2665
5 N -1.1523 0.0608 -0.0927
6 H 1.6246 1.4982 0.5605
7 H -1.2541 -0.6259 0.6763
8 H -1.9614 0.2139 -0.7064

Results
E_LUMO in Eh: -0.27309
SMILES string: [H]/N=C\N=[NH2+]
Total charge: +1
Highest occupied orbital energy in eV: -16.0389
Orbital gap in eV: 8.608

Results of the Mulliken charge analysis, in e, for atoms 1 through 6: 0.27 -0.33 0.09 -0.02 0.03 0.34

--- iii ---
The following is a quantum chemistry calculation of an isolated ion of composition CH4N3 and charge +1, from OMol25.

Positions of all 8 atoms, in Å:
1 H -1.1073 1.3278 -0.5105
2 N -1.5886 0.5130 -0.1656
3 C -1.0345 -0.5309 0.2423
4 N 0.2314 -0.4784 -0.2065
5 N 1.3065 0.0925 -0.0141
6 H -1.3354 -1.5315 0.6365
7 H 1.7602 0.2470 0.8522
8 H 1.7677 0.3605 -0.8342

Results
E_LUMO in Eh: -0.26209
SMILES string: [H]/N=C\N=[NH2+]
Total charge: +1
Highest occupied orbital energy in eV: -16.0879
Orbital gap in eV: 8.956

Results of the Mulliken charge analysis, in e, for atoms 1 through 6: 0.28 -0.38 0.26 -0.06 0.02 0.31

Verdict on stability: ii comes out on top.